{
  "formula": "C28H48ClIrN5",
  "method": "ωB97M-V/def2-TZVPD",
  "total_energy_ha": -1933.7085,
  "multiplicity": 6,
  "charge": -2,
  "species": ["Ir", "Cl", "N", "N", "N", "N", "N", "C", "C", "C", "C", "C", "C", "C", "C", "C", "C", "C", "C", "C", "C", "C", "C", "C", "C", "C", "C", "C", "C", "C", "C", "C", "C", "C", "C", "H", "H", "H", "H", "H", "H", "H", "H", "H", "H", "H", "H", "H", "H", "H", "H", "H", "H", "H", "H", "H", "H", "H", "H", "H", "H", "H", "H", "H", "H", "H", "H", "H", "H", "H", "H", "H", "H", "H", "H", "H", "H", "H", "H", "H", "H", "H", "H"],
  "positions_angstrom": [[-1.3443, 1.1380, 0.1057], [0.5680, -0.6394, -1.0148], [-1.3175, 2.6280, -2.3385], [-1.2605, 1.0900, 2.1451], [-2.8084, 1.0134, -2.2905], [3.4949, -1.6237, 1.1098], [2.1178, -3.2848, 1.1157], [-2.5107, 3.1341, -2.7994], [0.3883, 3.0005, 2.5765], [1.0983, 2.3531, -2.3126], [4.1719, -0.1870, -0.7444], [-2.1431, 0.8553, 4.2042], [-2.3365, -1.3340, -1.9480], [3.4116, -3.8381, 1.1504], [0.0976, 4.4625, -3.1812], [0.7753, -4.0695, -0.7558], [-0.2878, -2.8818, 1.0898], [5.0658, 0.2485, 1.6048], [2.7063, 0.7122, 1.0347], [0.8041, -3.9002, 0.7593], [-4.0635, -0.3370, -0.6301], [-3.4307, 2.1427, -2.7783], [-0.0379, 3.3459, -2.1669], [-0.6827, 2.0758, 2.9526], [-4.4212, -0.6689, -3.0984], [-1.5925, 1.4028, -1.7467], [0.5680, -5.1797, 1.5314], [-3.4368, -0.2998, -2.0078], [-1.2798, 1.9484, 4.2332], [-2.7007, -0.9884, 2.4917], [2.2483, -1.9791, 1.2466], [-2.0898, 0.2758, 2.9180], [3.8929, -0.2152, 0.7591], [0.1176, 3.8382, -0.7431], [4.2741, -2.7802, 1.1474], [1.1759, 4.0829, -0.5481], [-0.5854, 5.3008, -3.0176], [-3.9765, -0.6693, -4.1001], [-1.1617, -3.0550, 0.4308], [2.0407, 2.9221, -2.3536], [1.1270, 1.6681, -1.4499], [-4.7379, -1.7014, -2.8914], [0.1063, -1.8875, 0.8404], [-5.0271, 0.1709, -0.6123], [1.0186, 2.5533, 1.7960], [2.8394, 1.6568, 0.4714], [-0.1601, 3.0242, -0.0281], [-4.1716, -1.3890, -0.3040], [0.7399, -3.0652, -1.2029], [-2.7670, -2.3303, -1.7420], [5.9763, -0.3653, 1.5164], [1.6611, -4.5841, -1.1561], [4.7736, 0.3208, 2.6661], [-1.7075, -1.3607, -2.8439], [5.3144, 1.2661, 1.2679], [1.1172, 4.8539, -3.0789], [1.3043, -5.9752, 1.3320], [0.5253, -4.9789, 2.6143], [3.2276, -0.3067, -1.2940], [-0.5318, 4.6812, -0.5057], [-0.5876, -2.8755, 2.1403], [-3.7935, -0.9689, 2.6514], [-1.6457, -1.0999, -1.1084], [-5.3290, -0.0568, -3.1100], [-0.1340, -4.6220, -1.0409], [3.5411, -4.8948, 1.1414], [-4.4603, 2.1102, -3.0657], [-2.2966, -1.8243, 3.0875], [-2.7603, 0.4752, 5.0191], [-3.4077, 0.1922, 0.1024], [1.0190, 3.1960, 3.4612], [2.5921, 0.9525, 2.0965], [1.0254, 1.7196, -3.1955], [1.7963, 0.2101, 0.6682], [-1.0592, 2.5954, 5.0778], [-2.4968, -1.1823, 1.4333], [4.8549, -0.9869, -1.0671], [-0.4237, -5.5527, 1.2301], [5.3522, -2.7235, 1.1156], [-2.5882, 4.1712, -3.0874], [-0.0082, 4.1190, -4.2130], [0.0030, 3.9780, 2.2405], [4.6292, 0.7774, -1.0034]],
  "atomic_forces_ev_per_a": [[1.2981, -0.1758, 2.0690], [0.0614, 0.3104, -0.3217], [-0.3147, 1.4008, -0.4949], [0.8073, -0.6566, 1.1766], [-1.6595, -0.5925, -0.7133], [1.5141, -0.5128, 0.7067], [1.3697, -0.7217, 0.8728], [0.5303, 0.7458, -0.2687], [0.5517, 0.6450, -0.3267], [0.6675, -0.4606, -0.0377], [0.2464, -0.0407, -0.2110], [-0.6905, -1.4014, -0.7881], [0.7253, -0.5272, 0.3592], [-0.3523, 0.4668, -0.5637], [0.3582, 0.3909, 0.0642], [0.0959, -0.1896, -0.3929], [-0.3002, 0.2117, -0.2048], [0.4208, 0.2603, 0.1262], [-0.2396, 0.0827, -0.2632], [0.1668, 0.5737, 0.3293], [-0.4311, 0.0630, 0.5946], [-0.2359, -0.4595, -0.0077], [-0.3969, -0.6269, -0.0705], [-2.5004, -1.8504, 1.8600], [-0.4973, -0.4501, -0.1496], [1.1119, -0.9880, -1.7517], [-0.2482, -0.5002, 0.1424], [0.7854, 0.5521, -0.2507], [1.2186, 0.8678, -1.1489], [-0.4684, -0.5807, -0.2331], [-3.5263, 2.3620, -0.5217], [0.9161, 2.7531, 1.7155], [-0.3528, -0.3138, 0.3933], [-0.1319, 0.1965, 0.7163], [0.4127, -0.2560, -0.5897], [-0.4571, 0.1085, -0.0010], [-0.0367, -0.0811, 0.0214], [0.0782, 0.1635, 0.2347], [0.2736, -0.1203, 0.4736], [-0.2201, -0.2186, -0.0179], [0.0589, 0.3226, -0.4402], [-0.0663, 0.1865, -0.0841], [-0.3453, -0.3892, 0.2332], [-0.1747, 0.0258, 0.1068], [-0.1193, 0.3433, 0.1738], [0.0841, -0.3848, 0.2519], [0.2393, 0.3842, -0.3615], [-0.1431, 0.5523, -0.0533], [-0.0150, -0.3214, 0.0644], [0.0559, 0.2816, -0.2678], [-0.2603, 0.0568, -0.0328], [-0.1694, -0.0704, 0.1982], [0.1224, -0.1710, -0.3742], [-0.1581, 0.0086, 0.0933], [0.0543, -0.2461, 0.1514], [-0.2042, 0.1262, -0.0599], [-0.1167, 0.2434, 0.0232], [0.1429, -0.0604, -0.3504], [0.2187, 0.0703, 0.1728], [0.0304, 0.1308, 0.0149], [0.0907, -0.1913, -0.0625], [0.2637, -0.0934, -0.1923], [-0.5375, -0.3333, -0.7047], [0.1450, 0.0916, 0.0212], [0.2679, 0.1190, -0.0066], [0.4778, -0.4427, -0.0210], [-0.2351, 0.2985, -0.2106], [-0.1441, 0.1854, -0.2906], [0.2342, 0.0910, -0.1263], [-0.4563, -0.3545, -0.3942], [-0.1585, -0.0845, -0.3343], [0.0685, -0.1696, -0.0765], [-0.0872, 0.0762, -0.1511], [0.3903, 0.4856, 0.3274], [-0.0258, -0.1379, -0.0818], [-0.0451, -0.1324, 0.2812], [-0.0527, 0.1383, 0.1918], [0.2923, -0.0380, 0.1291], [-0.0449, -0.3252, 0.0281], [-0.1847, -0.1488, -0.1967], [-0.1085, -0.1255, 0.0665], [0.2334, -0.2611, -0.1350], [-0.1677, -0.1670, -0.0475]]
}